Record 1
Molecular formula: C14H12N2O3S
Method: DFT, ωB97M-V with the def2-TZVPD basis set

Element x y z (Å)
O -4.300 0.442 -1.242
C -3.323 -0.014 -1.088
N -2.450 0.288 -0.246
H -1.414 -0.172 -0.170
C -2.382 1.603 0.810
C -1.327 1.293 1.855
C -1.367 0.820 3.235
C -0.112 1.129 3.516
C 0.686 1.499 2.471
O -0.140 1.644 1.486
H 1.683 1.525 2.264
H 0.267 0.851 4.434
H -2.304 0.838 3.751
H -2.348 2.273 0.059
H -3.401 1.514 1.089
C -2.690 -1.364 -1.935
H -3.606 -1.590 -2.386
H -2.282 -2.108 -1.323
S -1.634 -0.733 -3.356
C -0.062 -0.923 -2.335
N 0.101 -0.922 -1.086
C 1.460 -1.089 -0.845
C 2.076 -1.083 0.310
C 3.501 -1.009 0.317
C 4.103 -0.380 -1.133
C 3.330 -0.426 -2.089
C 2.088 -0.557 -1.832
O 1.021 -0.573 -3.131
H 3.973 -0.347 -2.966
H 5.156 -0.472 -0.836
H 4.035 -0.876 1.099
H 1.663 -1.083 1.302

Output
* LUMO energy: 0.32 eV
* SMILES: O=C(CSc1nc2ccccc2o1)NCc1ccco1
* electronic energy: -1273.72609 a.u.
* spin multiplicity: 1
* energy above the lowest of the compared OMol25 structures with the same formula, charge and spin: 1027.2 kJ/mol

Results of the Löwdin charge analysis, in e, for atoms 1 through 5: 0.180 -0.749 0.081 0.149 0.060

Record 2
Molecular formula: C3H8KO3
Method: DFT, ωB97M-V with the def2-TZVPD basis set

Element x y z (Å)
O -1.699 0.722 -1.573
K 0.000 -0.790 -2.484
O -1.874 -0.377 -0.674
H -2.798 0.468 -1.113
C 2.217 -0.367 0.098
O 0.820 -0.518 -0.107
C 0.037 0.404 0.629
C -1.396 -0.068 0.652
H 2.727 -1.041 -0.600
H 2.528 0.672 -0.093
H 2.484 -0.650 1.126
H 0.120 1.409 0.187
H 0.382 0.462 1.674
H -2.042 0.698 1.099
H -1.508 -1.023 1.180

Output
* LUMO energy: -3.43 eV
* electronic energy: -944.38856 a.u.
* spin multiplicity: 1
* net charge: +1
* energy above the lowest of the compared OMol25 structures with the same formula, charge and spin: 0.0 kJ/mol

Results of the Löwdin charge analysis, in e, for atoms 1 through 5: -0.232 1.050 -0.278 0.281 -0.073

Record 3
Molecular formula: C34H59F12O14PS3
Method: DFT, ωB97M-V with the def2-TZVPD basis set

Element x y z (Å)
O -0.222 6.195 2.452
C -0.886 5.686 1.507
O -0.939 6.395 0.288
C -1.583 4.260 1.739
C -1.237 3.175 0.610
C -0.765 1.751 1.166
C -1.849 0.646 1.561
C -3.184 1.231 2.248
C -4.419 1.253 1.180
C -5.401 0.000 1.353
C -6.853 0.389 1.962
F -7.009 -0.523 3.073
F -6.883 1.675 2.548
C -8.068 0.060 0.981
F -7.896 -1.153 0.254
F -9.213 -0.179 1.806
S -8.547 1.387 -0.239
F -7.039 2.080 -0.277
F -9.133 2.417 0.919
F -10.074 0.681 -0.367
F -8.080 0.376 -1.517
F -9.023 2.497 -1.389
O 0.206 2.031 2.243
S 1.626 2.584 1.550
O 2.821 2.348 2.416
O 1.751 4.027 1.169
O 1.457 1.759 0.099
C 0.204 0.985 0.092
C 0.726 -0.464 0.588
C 2.255 -0.798 0.228
O 3.200 -0.385 1.253
C 2.413 -2.421 0.157
F 1.996 -3.019 1.389
F 3.813 -2.688 0.075
F 1.785 -3.008 -0.958
P -0.449 0.670 -1.649
O -1.407 1.931 -2.283
O -1.442 -0.740 -1.743
S 0.980 0.376 -2.965
H -0.142 6.972 0.266
H -2.718 4.460 1.661
H -1.401 3.926 2.809
H -2.180 3.009 -0.030
H -0.460 3.616 -0.109
H -2.098 0.067 0.595
H -1.413 -0.151 2.271
H -3.044 2.233 2.768
H -3.455 0.481 3.082
H -3.907 1.118 0.152
H -4.925 2.269 1.138
H -5.496 -0.510 0.325
H -4.907 -0.793 2.028
H 0.654 -0.484 1.739
H 0.097 -1.345 0.216
H 2.628 -0.367 -0.755
H 2.823 -0.723 2.102
H -0.922 2.339 -3.045
H -1.997 -0.587 -2.552
C 5.876 3.435 0.921
C 6.795 4.359 0.154
C 6.557 3.923 -1.279
O 5.204 3.457 -1.351
C 4.691 3.320 -0.018
H 5.601 3.808 1.909
H 6.352 2.457 1.044
H 6.473 5.398 0.287
H 7.842 4.286 0.453
H 7.214 3.092 -1.556
H 6.704 4.736 -1.995
H 3.973 4.128 0.149
H 4.170 2.364 0.080
C -2.161 -0.957 -7.075
C -3.568 -0.401 -7.071
C -3.689 0.143 -5.660
O -2.373 0.551 -5.259
C -1.423 0.045 -6.209
H -1.730 -1.056 -8.072
H -2.150 -1.943 -6.597
H -3.645 0.417 -7.794
H -4.334 -1.141 -7.309
H -4.027 -0.632 -4.963
H -4.373 0.992 -5.595
H -1.061 0.891 -6.804
H -0.576 -0.398 -5.682
C 4.956 -4.306 -3.031
C 6.350 -3.731 -3.153
C 6.275 -3.001 -4.480
O 4.919 -2.565 -4.636
C 4.109 -3.208 -3.643
H 4.667 -4.545 -2.006
H 4.876 -5.218 -3.631
H 6.529 -3.017 -2.343
H 7.140 -4.484 -3.125
H 6.511 -3.669 -5.315
H 6.946 -2.140 -4.523
H 3.834 -2.456 -2.895
H 3.195 -3.589 -4.104
C -7.165 -4.324 5.120
C -5.997 -5.154 5.605
C -5.067 -5.121 4.408
O -5.290 -3.869 3.745
C -6.473 -3.264 4.286
H -7.771 -3.904 5.924
H -7.815 -4.934 4.484
H -5.523 -4.663 6.461
H -6.272 -6.168 5.903
H -5.302 -5.922 3.699
H -4.015 -5.204 4.691
H -6.161 -2.414 4.904
H -7.100 -2.892 3.475
C 6.743 -1.612 2.567
C 8.095 -1.221 3.125
C 8.595 -0.241 2.082
O 7.439 0.399 1.527
C 6.267 -0.310 1.954
H 6.055 -2.006 3.317
H 6.870 -2.369 1.786
H 7.966 -0.711 4.086
H 8.770 -2.065 3.276
H 9.116 -0.758 1.269
H 9.266 0.512 2.502
H 5.751 0.312 2.694
H 5.601 -0.465 1.105

Output
* LUMO energy: -1.51 eV
* SMILES: O=C(O)CC[C@]1(CCCCC(F)(F)C(F)(F)S(F)(F)(F)(F)F)OS(=O)(=O)O[C@]1(C[C@@H](O)C(F)(F)F)P(O)(O)=S.C1CCOC1.C1CCOC1.C1CCOC1.C1CCOC1.C1CCOC1
* electronic energy: -5118.31762 a.u.
* spin multiplicity: 1
* energy above the lowest of the compared OMol25 structures with the same formula, charge and spin: 679.6 kJ/mol

Results of the Löwdin charge analysis, in e, for atoms 1 through 5: 0.037 -0.398 0.052 -0.067 -0.102

Record 4
Molecular formula: C23H67BF4N11O8
Method: DFT, ωB97M-V with the def2-TZVPD basis set

Element x y z (Å)
B 0.546 -0.067 -0.316
F 0.830 -0.717 0.826
F -0.781 0.207 -0.317
F 1.294 1.126 -0.322
F 0.954 -0.906 -1.341
C 0.505 3.522 2.672
O 0.563 3.964 3.823
N -0.024 4.300 1.788
N 0.837 2.319 2.313
H 0.079 4.088 0.805
H -0.410 5.212 1.989
H 0.888 2.058 1.338
H 1.299 1.647 2.909
C 4.804 1.319 0.083
O 5.737 1.919 0.549
N 4.739 0.848 -1.144
N 3.749 0.931 0.678
H 4.038 0.279 -1.596
H 5.513 1.155 -1.715
H 3.055 0.483 0.096
H 3.614 1.006 1.676
C -2.200 -3.137 -0.435
O -3.092 -3.843 -1.011
N -1.735 -3.278 0.786
N -1.441 -2.430 -1.160
H -1.069 -2.577 1.079
H -2.192 -3.928 1.409
H -0.982 -1.651 -0.710
H -1.569 -2.516 -2.158
C 4.336 -4.774 -0.549
C 3.229 -3.732 -0.498
C 2.078 -4.182 0.449
O 2.495 -4.773 1.684
C 1.491 -5.132 2.674
N 3.764 -2.408 -0.110
H 4.865 -4.963 0.385
H 5.164 -4.487 -1.197
H 4.055 -5.722 -1.008
H 2.722 -3.691 -1.462
H 1.499 -4.935 -0.086
H 1.313 -3.420 0.601
H 0.931 -4.235 2.936
H 1.807 -5.450 3.668
H 0.821 -5.934 2.368
H 3.075 -1.703 0.110
H 4.229 -2.545 0.776
C -4.312 -0.232 3.144
C -3.335 0.511 2.184
C -2.752 1.851 2.743
O -3.975 2.660 2.915
C -3.767 3.675 3.913
N -2.184 -0.353 1.915
H -5.176 0.387 3.386
H -3.958 -0.528 4.131
H -4.489 -1.232 2.748
H -3.888 0.747 1.275
H -2.008 2.395 2.161
H -2.242 1.629 3.681
H -3.078 4.469 3.627
H -3.504 3.267 4.889
H -4.744 4.052 4.216
H -2.605 -1.154 1.467
H -1.512 0.018 1.258
C 1.724 1.623 -3.682
C 0.858 1.052 -4.810
C -0.013 -0.124 -4.327
O -0.825 -0.649 -5.349
C -1.864 -1.539 -4.861
N 0.046 2.061 -5.450
H 1.316 2.013 -2.750
H 2.214 2.452 -4.193
H 2.595 0.974 -3.595
H 1.567 0.647 -5.532
H -0.568 0.291 -3.485
H 0.596 -0.861 -3.803
H -2.330 -1.107 -3.975
H -1.354 -2.468 -4.606
H -2.550 -1.818 -5.661
H -0.716 1.572 -5.898
H -0.461 2.642 -4.797
C 4.577 -1.584 3.018
C 3.298 -1.457 3.868
C 3.144 -0.102 4.491
O 3.258 0.909 3.430
C 3.767 2.162 3.860
N 1.990 -1.715 3.170
H 5.438 -1.097 3.477
H 4.534 -1.015 2.090
H 4.997 -2.576 2.848
H 3.328 -2.216 4.650
H 3.932 0.048 5.230
H 2.233 0.085 5.059
H 3.838 2.883 3.045
H 4.772 2.062 4.268
H 3.191 2.598 4.676
H 2.106 -2.598 2.694
H 1.901 -1.057 2.409
C -5.879 3.134 -4.364
C -4.653 2.290 -4.545
C -4.126 1.637 -3.274
O -3.823 2.665 -2.356
C -3.373 2.184 -1.098
N -4.922 1.266 -5.518
H -6.105 3.898 -5.107
H -5.740 3.726 -3.459
H -6.802 2.574 -4.215
H -3.913 2.963 -4.977
H -3.331 0.932 -3.519
H -4.882 1.020 -2.789
H -4.158 1.584 -0.638
H -3.001 2.946 -0.414
H -2.533 1.530 -1.330
H -5.395 0.538 -5.002
H -5.795 1.609 -5.893

Output
* LUMO energy: 2.53 eV
* electronic energy: -2545.32956 a.u.
* spin multiplicity: 1
* net charge: -1

Results of the Löwdin charge analysis, in e, for atoms 1 through 5: -1.458 0.170 0.146 0.096 0.143

Record 5
Molecular formula: C23H25FN2O4
Method: DFT, ωB97M-V with the def2-TZVPD basis set

Element x y z (Å)
C 2.072 -6.003 -3.704
C 3.172 -5.043 -3.388
C 4.310 -5.007 -4.116
C 5.396 -4.090 -3.839
O 6.427 -4.021 -4.462
O 5.226 -3.235 -2.780
C 4.103 -3.245 -2.028
C 4.042 -2.341 -0.977
C 2.920 -2.292 -0.158
C 1.848 -3.156 -0.407
C 1.916 -4.050 -1.449
C 3.036 -4.126 -2.283
H 1.080 -4.708 -1.625
H 0.958 -3.119 0.200
O 2.968 -1.382 0.848
C 1.912 -1.310 1.777
C 0.626 -0.676 1.207
O -0.413 -1.625 1.249
H -1.240 -1.117 1.277
C 0.203 0.568 2.003
N -1.135 0.963 1.593
C -1.883 1.648 2.635
C -3.331 1.860 2.176
N -3.373 2.641 0.959
C -3.441 4.027 1.028
C -2.691 4.866 0.196
C -2.834 6.240 0.244
C -3.729 6.796 1.135
C -4.494 6.000 1.967
C -4.352 4.630 1.905
H -4.979 4.019 2.535
H -5.199 6.454 2.646
F -3.864 8.142 1.193
H -2.249 6.878 -0.399
H -1.975 4.458 -0.500
C -2.592 1.984 -0.064
C -1.142 1.762 0.377
H -0.601 1.228 -0.406
H -0.646 2.734 0.542
H -2.637 2.548 -0.994
H -3.053 1.005 -0.239
H -3.888 2.350 2.971
H -3.790 0.887 1.973
H -1.875 1.032 3.536
H -1.437 2.630 2.876
H 0.167 0.296 3.061
H 0.944 1.371 1.873
H 0.826 -0.395 0.160
H 1.664 -2.300 2.175
H 2.311 -0.694 2.588
H 4.871 -1.678 -0.794
H 4.471 -5.668 -4.953
H 2.339 -6.618 -4.558
H 1.880 -6.652 -2.850
H 1.154 -5.464 -3.933

Output
* LUMO energy: 0.28 eV
* SMILES: Cc1cc(=O)oc2cc(OC[C@@H](O)CN3CCN(c4ccc(F)cc4)CC3)ccc12
* electronic energy: -1401.77620 a.u.
* spin multiplicity: 1
* energy above the lowest of the compared OMol25 structures with the same formula, charge and spin: 211.7 kJ/mol

Results of the Löwdin charge analysis, in e, for atoms 1 through 5: -0.035 -0.203 0.057 -0.447 0.110

Record 6
Molecular formula: C6H9N2
Method: DFT, ωB97M-V with the def2-TZVPD basis set

Element x y z (Å)
C 2.221 -0.144 0.277
C 1.569 -1.294 -0.327
C 1.666 1.059 0.341
C -0.823 -0.937 -0.209
C 0.268 1.320 -0.180
C -0.939 0.359 -0.021
N -2.158 0.989 0.107
N -1.399 -2.030 0.155
H 3.239 -0.053 0.567
H 1.893 -2.191 -0.808
H 2.225 1.798 0.809
H 0.049 2.396 0.109
H 0.379 1.392 -1.337
H -2.987 0.474 -0.171
H -2.289 1.953 -0.188
H -1.600 -2.179 1.165
H -1.315 -2.913 -0.288

Output
* LUMO energy: -5.76 eV
* electronic energy: -343.07284 a.u.
* spin multiplicity: 1
* net charge: +1
* energy above the lowest of the compared OMol25 structures with the same formula, charge and spin: 652.8 kJ/mol

Results of the Löwdin charge analysis, in e, for atoms 1 through 5: -0.142 0.285 -0.016 -0.087 -0.092

Record 7
Molecular formula: C4H8O2
Method: DFT, ωB97M-V with the def2-TZVPD basis set

Element x y z (Å)
O -0.103 2.490 0.671
C -0.127 0.490 -0.855
C 1.097 -0.210 -0.367
C 0.632 -1.499 0.332
O -0.702 -1.224 0.719
C -1.201 -0.326 -0.255
H -1.014 2.491 0.989
H -0.182 2.359 -0.294
H 1.494 0.516 0.361
H 1.862 -0.331 -1.140
H 1.201 -1.758 1.228
H 0.662 -2.350 -0.368
H -1.557 -0.866 -1.166
H -2.062 0.217 0.145

Output
* LUMO energy: 0.11 eV
* electronic energy: -307.55288 a.u.
* spin multiplicity: 1
* energy above the lowest of the compared OMol25 structures with the same formula, charge and spin: 418.9 kJ/mol

Results of the Löwdin charge analysis, in e, for atoms 1 through 5: -0.075 0.062 -0.192 -0.204 -0.134

Record 8
Molecular formula: C20H32AuN3
Method: DFT, ωB97M-V with the def2-TZVPD basis set

Element x y z (Å)
Au 0.990 -1.562 0.398
C 2.040 -3.084 2.368
C 2.704 -3.215 1.062
C 1.784 -3.703 0.142
C 0.477 -3.605 0.781
C 0.719 -3.375 2.215
H 2.547 -2.820 3.283
H 3.762 -3.082 0.892
H 1.963 -3.978 -0.885
H -0.433 -4.006 0.362
H -0.038 -3.398 2.982
C 0.545 0.449 -3.310
C 1.764 0.369 -2.408
N 1.906 1.526 -1.513
C 2.043 2.822 -2.208
C 0.760 3.641 -2.213
C 2.060 1.435 -0.199
C 2.519 2.660 0.549
N 1.885 0.332 0.511
H 0.486 -0.457 -3.914
H 0.607 1.290 -3.999
H -0.375 0.539 -2.733
H 2.674 0.326 -3.012
H 1.744 -0.535 -1.809
H 2.342 2.592 -3.229
H 2.865 3.385 -1.773
H -0.060 3.088 -2.669
H 0.913 4.554 -2.788
H 0.458 3.933 -1.207
H 3.517 2.952 0.223
H 2.557 2.464 1.618
H 1.855 3.504 0.379
H 2.177 0.493 1.464
C -2.379 -1.138 2.782
N -2.502 0.287 2.363
C -2.452 1.206 3.536
C -1.471 0.660 1.318
C -1.701 -0.108 0.049
C -2.861 0.195 -0.672
C -3.214 -0.523 -1.800
C -2.395 -1.558 -2.225
C -1.226 -1.848 -1.535
C -0.860 -1.127 -0.400
H -3.162 -1.365 3.500
H -1.401 -1.269 3.241
H -2.472 -1.774 1.905
H -3.416 0.394 1.916
H -1.475 1.111 4.006
H -3.229 0.926 4.243
H -2.607 2.227 3.198
H -0.496 0.466 1.760
H -1.585 1.734 1.161
H -3.493 1.018 -0.350
H -4.114 -0.275 -2.345
H -2.655 -2.133 -3.104
H -0.593 -2.643 -1.907

Output
* LUMO energy: -6.65 eV
* electronic energy: -1080.64596 a.u.
* spin multiplicity: 1
* net charge: +2
* energy above the lowest of the compared OMol25 structures with the same formula, charge and spin: 0.0 kJ/mol

Results of the Löwdin charge analysis, in e, for atoms 1 through 5: 1.168 -0.090 -0.110 -0.159 -0.218